1.
Formula: C21H35N5O6
Source: the Open Molecules 2025 dataset
Level of theory: ωB97M-V/def2-TZVPD

Computed properties:
LUMO	0.57	eV
HOMO	-0.3409	hartree

Each line ends with the Mulliken charge.
Positions of all 67 atoms, in Å:
C: 7.033352 1.286600 -0.742421  -1.6598
H: 6.348712 2.129872 -0.714221  0.3514
H: 7.245306 1.039341 -1.780617  0.3833
H: 7.960111 1.569007 -0.250735  0.4604
C: 6.420074 0.083570 -0.027887  1.6530
C: 6.083358 0.408722 1.425927  -1.5903
H: 5.486407 -0.395043 1.850896  0.3379
H: 6.998745 0.521603 2.000264  0.4826
H: 5.508727 1.328567 1.486316  0.3580
C: 7.349576 -1.127119 -0.108342  -1.7274
H: 7.527398 -1.392294 -1.147278  0.4036
H: 8.298947 -0.900568 0.367729  0.4052
H: 6.893258 -1.976515 0.392366  0.4058
O: 5.220192 -0.350223 -0.723891  -0.3444
C: 4.148400 0.416331 -0.782466  0.6385
O: 4.039740 1.546448 -0.385837  -0.6226
C: 3.003436 -0.332552 -1.479295  -0.6273
N: 1.771104 -0.076858 -0.777315  0.3331
C: 1.736280 -0.224334 0.554147  0.3310
O: 2.651513 -0.683379 1.224757  -0.7413
C: 0.472626 0.175981 1.208087  0.2035
C: -0.680943 0.849494 0.843647  0.8963
N: -1.495064 0.968741 1.937167  -0.9038
C: -0.865902 0.390973 2.925845  -0.7064
N: 0.326274 -0.093382 2.537626  0.0221
H: 1.037668 -0.569240 3.073426  0.2169
H: -1.250296 0.309116 3.923064  0.4630
C: -1.093769 1.405249 -0.456316  0.4450
O: -0.579912 1.079871 -1.524749  -0.9277
N: -2.076408 2.307222 -0.356894  -0.0812
H: -2.427195 2.506971 0.567738  0.2508
C: -2.702601 2.935807 -1.494726  -0.7126
C: -4.212989 3.079367 -1.305982  -0.9976
C: -4.876492 1.762918 -0.879142  -0.1204
C: -5.178590 1.702880 0.621122  -0.5551
H: -4.386981 2.190049 1.194604  0.2775
H: -6.109982 2.231447 0.832461  0.3887
C: -5.297565 0.260650 1.118077  -1.1639
N: -4.029579 -0.426477 1.074914  -0.1554
C: -3.752908 -1.349560 0.123998  0.7014
O: -4.562078 -1.768835 -0.670448  -0.6317
O: -2.466752 -1.740361 0.234915  -0.3177
C: -1.935723 -2.731878 -0.678586  1.8498
C: -2.722901 -4.039001 -0.576466  -1.9377
H: -3.749880 -3.886827 -0.894820  0.4035
H: -2.722251 -4.395057 0.451788  0.3756
H: -2.262349 -4.790718 -1.211492  0.4781
C: -1.952579 -2.181426 -2.104332  -1.5809
H: -2.977520 -2.055771 -2.442933  0.4040
H: -1.447783 -1.217606 -2.136114  0.2195
H: -1.441487 -2.870428 -2.770778  0.4597
C: -0.497279 -2.952688 -0.209779  -1.4680
H: 0.080525 -2.042259 -0.333114  0.1254
H: -0.037280 -3.744773 -0.793140  0.5294
H: -0.486735 -3.235006 0.840103  0.3591
H: -3.247587 -0.012163 1.569795  0.3046
H: -5.986088 -0.305066 0.486617  0.4964
H: -5.667325 0.251406 2.148720  0.3976
H: -4.221043 0.932974 -1.145387  -0.0626
H: -5.808630 1.618041 -1.425934  0.5881
H: -4.628721 3.424550 -2.253120  0.3182
H: -4.415926 3.851602 -0.560870  0.3747
H: -2.255080 3.923174 -1.666492  0.3767
H: -2.479746 2.308138 -2.362003  0.3819
H: 0.975063 0.361019 -1.252628  0.1822
H: 3.240287 -1.401288 -1.480471  0.2292
H: 2.909039 0.027895 -2.503663  0.3736

Cartesian forces (eV/Å) of the 2 atoms listed first:
C -0.3 -0.2 0.0
H 0.0 0.1 0.0

---

2.
Formula: C21H35NO6
Source: the Open Molecules 2025 dataset
Level of theory: ωB97M-V/def2-TZVPD

Computed properties:
LUMO	0.83	eV
HOMO	-0.3033	hartree

Each line ends with the Mulliken charge.
Positions of all 63 atoms, in Å:
C: -5.472497 -0.218224 0.158459  -0.4767
C: -4.692354 -0.157802 -0.984701  -0.6533
C: -3.562883 -0.947690 -1.095264  -0.0006
C: -3.194597 -1.804422 -0.064354  0.0462
C: -3.985738 -1.862688 1.074552  -0.1560
C: -5.118683 -1.074616 1.186305  -0.6673
H: -5.725793 -1.129715 2.078139  0.3993
H: -3.713864 -2.529056 1.881223  0.3686
C: -1.946490 -2.637653 -0.196749  -1.3499
N: -0.757275 -1.798119 -0.174733  0.7872
C: 0.374614 -2.353149 -0.887999  -0.7940
H: 1.164810 -1.601314 -0.881789  -0.0351
H: 0.077925 -2.525577 -1.926870  0.5569
C: 0.932750 -3.672221 -0.316936  -0.4414
H: 0.165888 -4.452633 -0.380719  0.3422
O: 2.036233 -4.146996 -1.067133  -0.4447
C: 3.305426 -3.908367 -0.520742  -0.8684
H: 3.353700 -4.265917 0.517779  0.3517
C: 3.765422 -2.444946 -0.538521  -0.4047
O: 3.224270 -1.775371 0.583394  -0.2316
C: 3.776427 -0.506869 0.840922  -0.9694
C: 3.184366 0.610815 -0.025693  0.7852
O: 3.918490 1.788008 0.244120  -0.4296
C: 3.340718 2.962838 -0.278654  -0.5785
C: 2.184496 3.495894 0.581945  -0.1007
O: 1.170753 3.982478 -0.266718  -0.3398
C: -0.022887 4.270049 0.424931  -0.2058
C: -1.155582 4.535696 -0.569098  -0.7588
O: -1.471684 3.476785 -1.437184  -0.4727
C: -1.824079 2.245301 -0.842482  -0.7503
C: -0.607634 1.318593 -0.616562  -0.1024
O: -0.279935 1.136652 0.751934  -0.3372
C: -1.003471 0.116002 1.407035  -0.7892
C: -0.431249 -1.288224 1.148456  -0.6602
H: -0.809623 -1.956778 1.936421  0.3460
H: 0.654364 -1.224841 1.252280  0.3076
H: -2.062207 0.154294 1.131086  0.0770
H: -0.906294 0.337687 2.474503  0.5019
H: -0.774229 0.344519 -1.081321  0.0606
H: 0.259831 1.799067 -1.076174  0.7140
H: -2.515426 1.778695 -1.549039  0.1435
H: -2.354013 2.406565 0.105904  0.3578
H: -0.872949 5.355408 -1.232667  0.3605
H: -2.045149 4.827770 0.013698  0.3616
H: -0.284112 3.425768 1.077462  0.1538
H: 0.105341 5.165664 1.054830  0.4589
H: 2.531007 4.291851 1.257791  0.3783
H: 1.789092 2.677268 1.200895  0.1505
H: 2.957332 2.793200 -1.293447  0.3123
H: 4.153793 3.689457 -0.329750  0.3317
H: 3.273410 0.358098 -1.094498  0.1814
H: 2.121732 0.736116 0.214287  -0.3622
H: 4.865939 -0.521251 0.703174  0.4157
H: 3.562304 -0.292053 1.890939  0.2567
H: 4.863661 -2.417675 -0.485412  0.5690
H: 3.451244 -1.975749 -1.479985  0.3046
H: 3.987501 -4.498841 -1.137492  0.4028
H: 1.215601 -3.535474 0.732164  0.3875
H: -1.970494 -3.153893 -1.160092  0.5395
H: -1.927586 -3.398598 0.601759  0.4334
H: -2.954068 -0.904637 -1.986330  0.3916
H: -4.970027 0.503432 -1.792616  0.4401
H: -6.355544 0.397374 0.245349  0.4049

Cartesian forces (eV/Å) of the 2 atoms listed first:
C -0.1 0.0 0.1
C 0.0 0.0 -0.1

---

Q: Look up the LUMO of the first one.
A: 0.57 eV

---

Q: LUMO of number 2 (C21H35NO6)?
A: 0.83 eV

---

Q: What is the formula in the first record?
A: C21H35N5O6